Record 1
{"formula": "C3H4O2", "method": "ωB97M-V/def2-TZVPD", "elements": ["C", "C", "C", "O", "O", "H", "H", "H", "H"], "coordinates": [[-0.28936, -1.00229, -0.07865], [0.30962, 0.34976, 0.46452], [-1.55397, -0.26102, -0.16277], [-0.99935, 0.86470, 0.28482], [1.16865, 0.90484, -0.40254], [0.15745, -1.15966, -1.16495], [-0.38997, -1.89189, 0.37277], [0.69078, 0.41740, 1.44735], [0.90613, 1.77816, -0.76055]], "mulliken_charge": [-0.46, 0.28, -0.30, -0.18, -0.52, 0.18, 0.35, 0.32, 0.33], "gap_ha": 0.3477, "total_energy_ev": -7266.578, "largest_force_ev_per_a": 5.2, "spin_multiplicity": 1}


Record 2
{"formula": "C10H12ClFN", "method": "ωB97M-V/def2-TZVPD", "elements": ["C", "C", "C", "C", "N", "C", "C", "F", "C", "C", "C", "C", "Cl", "H", "H", "H", "H", "H", "H", "H", "H", "H", "H", "H", "H"], "coordinates": [[3.35714, 0.21190, 0.04126], [1.95392, 0.26913, -0.55448], [1.28148, -0.80437, -1.37366], [0.76830, -0.42421, 0.02605], [0.79417, -1.33132, 1.23703], [-0.84942, 0.16298, 0.07159], [-1.16514, 1.52335, 0.22599], [-0.23556, 2.47116, 0.45393], [-2.49317, 1.91639, 0.12046], [-3.48535, 1.00414, -0.05917], [-3.13302, -0.33605, -0.12829], [-1.82593, -0.78481, -0.13614], [-1.39563, -2.48362, -0.28283], [3.33735, 0.74393, 1.08218], [4.00209, 0.82504, -0.55436], [3.94849, -0.84029, 0.10832], [1.68810, 1.38228, -0.72650], [0.70763, -0.48358, -2.18573], [1.69023, -1.71964, -1.62168], [1.68824, -1.79845, 1.37523], [0.02365, -2.02868, 1.08047], [0.64809, -0.62168, 1.95394], [-2.80035, 2.97547, 0.14806], [-4.52366, 1.25130, 0.10265], [-3.98164, -1.08039, -0.40430]], "mulliken_charge": [-1.42, 0.72, -1.14, -0.08, 0.05, -0.06, 0.37, -0.27, -0.35, -0.67, -0.34, 0.39, -0.21, 0.32, 0.42, 0.31, 0.25, 0.29, 0.29, 0.38, 0.29, 0.40, 0.39, 0.41, 0.26], "gap_ha": 0.3637, "total_energy_ev": -27285.854, "largest_force_ev_per_a": 4.9, "spin_multiplicity": 1, "charge": 1, "smiles": "C[C@H]1C[C@]1([NH3+])c1c(F)cccc1Cl"}


Record 3
{"formula": "C27H31Br9F2O9", "method": "ωB97M-V/def2-TZVPD", "elements": ["C", "C", "C", "O", "C", "O", "O", "H", "H", "H", "H", "H", "H", "C", "C", "C", "O", "C", "O", "O", "H", "H", "H", "H", "H", "H", "C", "C", "C", "O", "C", "O", "O", "H", "H", "H", "H", "H", "H", "F", "C", "C", "C", "C", "C", "C", "H", "H", "H", "H", "H", "F", "C", "C", "C", "C", "C", "C", "H", "H", "H", "H", "H", "C", "Br", "Br", "Br", "H", "C", "Br", "Br", "Br", "H", "C", "Br", "Br", "Br", "H"], "coordinates": [[0.60348, -1.16720, -0.83327], [-0.11725, 0.18721, -0.95429], [-1.03906, 0.44327, -2.21266], [-2.28957, 0.70139, -1.64751], [-2.26710, 0.52946, -0.33384], [-3.16766, 0.74493, 0.43942], [-1.08076, 0.23869, 0.04928], [0.09021, -2.01793, -0.38504], [1.56333, -1.09204, -0.32226], [1.11641, -1.41090, -1.76365], [0.60152, 0.99863, -1.06855], [-1.18726, -0.46632, -2.79471], [-0.85355, 1.29966, -2.86096], [-1.38559, -2.82382, 4.79907], [-0.50688, -2.62345, 3.47028], [-0.15523, -1.26617, 2.97705], [1.22433, -1.13342, 3.03614], [1.74331, -2.28140, 3.76511], [2.94597, -2.47195, 3.99796], [0.79894, -3.07437, 3.98447], [-2.39426, -2.99042, 4.42100], [-1.42462, -1.98063, 5.48872], [-1.15317, -3.61718, 5.50947], [-0.79113, -3.30323, 2.66703], [-0.66763, -0.53489, 3.60216], [-0.51905, -1.30468, 1.95028], [1.67998, -4.81976, 0.65083], [3.17756, -5.29061, 0.58833], [4.35614, -4.28106, 0.88909], [5.13683, -4.69961, 1.99059], [4.51564, -5.79753, 2.44862], [4.93618, -6.32255, 3.51524], [3.34893, -6.18168, 1.70970], [1.44271, -4.08528, -0.11880], [1.72963, -4.26425, 1.58734], [0.99206, -5.65111, 0.80488], [3.42775, -5.83416, -0.32275], [3.95411, -3.29778, 1.13327], [4.90497, -4.19724, -0.04892], [-5.71515, 0.57592, -1.30063], [-6.35552, 1.66293, -0.97446], [-7.39641, 2.06531, -1.82932], [-8.06289, 3.21838, -1.66037], [-7.78061, 4.00754, -0.50001], [-6.79314, 3.55035, 0.40179], [-6.01267, 2.41005, 0.10666], [-7.67539, 1.44893, -2.67113], [-8.77802, 3.65280, -2.34320], [-8.34457, 4.92318, -0.40031], [-6.80417, 4.02932, 1.36971], [-5.25574, 2.03725, 0.78080], [2.03824, 2.16056, 0.06838], [2.49364, 3.34829, 0.64323], [3.67738, 3.41361, 1.34072], [4.20030, 4.58081, 1.90246], [3.34967, 5.67604, 1.83269], [2.07865, 5.67620, 1.23544], [1.75665, 4.57077, 0.52238], [4.25651, 2.51164, 1.47283], [5.17153, 4.74089, 2.34683], [3.63286, 6.54026, 2.41520], [1.51937, 6.58607, 1.39588], [0.82487, 4.44184, -0.00825], [4.39719, 0.75323, -1.53720], [4.73487, -1.16495, -1.80205], [3.61840, 1.80054, -3.08114], [6.14719, 1.58086, -1.09374], [3.73942, 0.91598, -0.68342], [2.07114, -2.40918, -5.69817], [0.53151, -2.15857, -4.42598], [3.51047, -1.27859, -5.11043], [1.44627, -1.86995, -7.42571], [2.27529, -3.47788, -5.76374], [-3.17498, 2.78472, -3.86808], [-4.56444, 2.90279, -5.16842], [-3.49830, 4.06779, -2.39161], [-1.26662, 3.06231, -4.49492], [-3.28323, 1.80136, -3.41050]], "mulliken_charge": [-1.20, 0.94, 0.56, -0.28, 0.53, -0.57, -0.31, 0.28, 0.35, 0.36, -0.26, 0.10, -0.37, -1.43, 0.26, 0.18, -0.27, 0.66, -0.61, -0.37, 0.38, 0.38, 0.36, 0.36, 0.24, -0.16, -0.73, 0.19, -0.21, -0.31, 0.65, -0.59, -0.39, 0.25, -0.09, 0.40, 0.41, 0.18, 0.21, -0.31, 0.28, -0.32, -0.47, -0.45, -0.59, -0.11, 0.39, 0.38, 0.39, 0.37, 0.48, -0.02, 0.26, -0.19, -0.75, -0.21, -0.61, -0.50, 0.45, 0.39, 0.31, 0.38, 0.42, 0.22, -0.05, -0.06, -0.05, -0.11, -0.39, 0.01, 0.04, -0.02, 0.42, 0.01, -0.01, -0.02, -0.11, 0.10], "gap_ha": 0.2949, "total_energy_ev": -682742.192, "largest_force_ev_per_a": 5.8, "spin_multiplicity": 1}